(1)
Density functional theory data (ωB97M-V/def2-TZVPD) for the molecule C25H27ClN4O3.

As for the largest force on an atom: 0.67 eV/A. Its total energy is -1873.816307 a.u. The SMILES is Cn1cc(/C=C(\NC(=O)c2ccccc2Cl)C(=O)NCCN2CCOCC2)c2ccccc21.

Structure (ORCA input):
```
! wB97M-V def2-TZVPD RIJCOSX def2/J DEFGRID3
* xyz 0 1
C -4.63 -4.21 1.31
N -3.73 -3.25 0.72
C -2.50 -2.93 1.18
C -1.95 -1.91 0.44
C -0.66 -1.31 0.66
C -0.37 0.00 0.50
N -1.34 0.98 0.24
C -2.54 1.08 0.88
O -2.96 0.28 1.68
C -3.30 2.32 0.49
C -4.66 2.26 0.20
C -5.36 3.41 -0.13
C -4.71 4.63 -0.16
C -3.36 4.71 0.14
C -2.66 3.56 0.46
H -1.61 3.63 0.71
H -2.85 5.66 0.13
H -5.26 5.53 -0.41
H -6.41 3.34 -0.36
Cl -5.49 0.76 0.22
H -0.95 1.80 -0.20
C 0.98 0.61 0.52
O 1.14 1.76 0.13
N 2.01 -0.14 0.97
H 1.83 -1.08 1.29
C 3.37 0.32 0.97
H 3.79 0.29 1.98
C 4.25 -0.54 0.04
N 5.64 -0.14 0.14
C 5.93 1.06 -0.63
C 7.38 1.48 -0.37
H 7.65 2.34 -0.98
O 8.28 0.45 -0.73
C 7.99 -0.72 -0.02
C 6.55 -1.19 -0.27
H 6.36 -2.09 0.33
H 6.44 -1.44 -1.34
H 8.70 -1.48 -0.35
H 8.12 -0.55 1.06
H 7.50 1.72 0.69
H 5.27 1.87 -0.31
H 5.79 0.89 -1.71
H 3.86 -0.47 -0.99
H 4.17 -1.58 0.37
H 3.34 1.36 0.63
H 0.11 -1.99 1.00
C -2.92 -1.60 -0.58
C -2.94 -0.74 -1.68
C -4.06 -0.72 -2.48
C -5.15 -1.56 -2.23
C -5.15 -2.44 -1.17
C -4.02 -2.46 -0.36
H -5.98 -3.09 -0.98
H -6.02 -1.51 -2.87
H -4.10 -0.05 -3.32
H -2.10 -0.10 -1.90
H -2.09 -3.42 2.04
H -4.14 -4.70 2.15
H -5.53 -3.72 1.67
H -4.91 -4.97 0.57
*
```


(2)
Density functional theory data (ωB97M-V/def2-TZVPD) for a structure of composition C25H27F2MoN3O3Si.

As for the largest force on an atom: 0.26 eV/A. Its total energy is -1916.327748 a.u.

Structure (ORCA input):
```
! wB97M-V def2-TZVPD RIJCOSX def2/J DEFGRID3
* xyz 0 3
Mo -0.51 0.34 -0.10
C -4.53 -1.63 -1.29
O -3.58 -2.52 -1.88
C -2.78 -1.98 -2.84
C -2.84 -2.46 -4.13
C -2.01 -1.95 -5.13
C -1.11 -0.96 -4.83
C -1.01 -0.46 -3.52
C -0.04 0.57 -3.26
N 0.22 1.04 -2.09
N 1.19 2.05 -2.05
C 1.36 2.41 -0.82
O 0.67 1.90 0.18
C 2.34 3.46 -0.48
C 3.25 3.92 -1.43
C 4.17 4.90 -1.09
C 4.18 5.43 0.19
C 3.28 4.98 1.14
C 2.36 3.99 0.81
C -1.84 -0.97 -2.51
O -1.80 -0.54 -1.26
H -5.30 -2.26 -0.86
H -4.98 -0.99 -2.06
H -4.08 -1.01 -0.53
H -3.56 -3.23 -4.34
H -2.08 -2.34 -6.14
H -0.47 -0.55 -5.60
H 0.52 0.98 -4.10
H 3.23 3.50 -2.43
H 4.88 5.25 -1.83
H 4.90 6.20 0.45
H 3.28 5.39 2.14
H 1.64 3.64 1.53
F -3.23 0.88 0.78
C -1.96 1.18 1.24
F -1.88 2.55 1.24
H -1.92 0.86 2.28
C 2.36 -1.11 -0.47
Si 1.73 -1.26 1.30
C 1.97 -3.01 1.86
C 2.63 -0.02 2.37
N -0.02 -0.92 1.27
C -0.87 -1.45 2.27
C -2.02 -2.14 1.87
C -2.89 -2.64 2.83
C -2.62 -2.48 4.18
C -1.48 -1.80 4.58
C -0.61 -1.28 3.63
H 3.32 -1.62 -0.52
H 2.52 -0.08 -0.80
H 1.70 -1.61 -1.18
H 3.02 -3.30 1.72
H 1.36 -3.69 1.27
H 1.72 -3.17 2.91
H 3.71 -0.10 2.21
H 2.45 -0.19 3.43
H 2.33 0.99 2.12
H -2.21 -2.25 0.81
H -3.78 -3.17 2.51
H -3.30 -2.88 4.92
H -1.27 -1.66 5.63
H 0.27 -0.73 3.94
*
```


(3)
Density functional theory data (ωB97M-V/def2-TZVPD) for a structure of composition C25H27FHfN8O11S4.

As for the largest force on an atom: 0.89 eV/A. Its total energy is -3975.507053 a.u.

Structure (ORCA input):
```
! wB97M-V def2-TZVPD RIJCOSX def2/J DEFGRID3
* xyz 0 1
Hf -0.28 -0.76 -0.92
N -0.75 -5.34 -2.24
C -0.92 -4.07 -1.75
S -0.62 -2.76 -2.81
N -1.32 -4.00 -0.51
N -1.42 -2.72 -0.02
C -2.22 -2.62 0.96
C -2.30 -1.37 1.70
C -3.14 -1.22 2.79
C -3.06 -0.05 3.53
C -2.13 0.91 3.16
C -1.35 0.68 2.04
N -1.44 -0.43 1.32
H -0.74 -5.42 -3.24
H -1.24 -6.07 -1.74
H -2.78 -3.49 1.29
H -3.83 -2.01 3.06
H -3.71 0.11 4.39
H -2.03 1.84 3.70
H -0.62 1.41 1.72
O -3.04 -0.60 -3.90
S -2.23 0.06 -2.93
O -0.76 0.05 -3.11
O -2.39 -0.45 -1.53
C -2.63 1.80 -3.04
C -3.29 2.18 -4.20
C -3.44 3.52 -4.51
C -2.92 4.49 -3.68
C -2.28 4.12 -2.50
C -2.14 2.78 -2.18
S -1.58 2.42 -0.53
O -0.93 3.59 0.00
O -2.75 1.94 0.15
O -0.54 1.34 -0.72
H -3.66 1.41 -4.86
H -3.96 3.80 -5.42
H -3.02 5.54 -3.92
H -1.90 4.86 -1.81
C 2.17 -4.48 0.80
S 2.49 -3.31 -0.52
C 3.70 -2.28 0.33
O 1.22 -2.54 -0.61
H 1.76 -3.93 1.65
H 3.09 -5.00 1.06
H 1.42 -5.18 0.42
H 4.66 -2.78 0.28
H 3.40 -2.10 1.36
H 3.74 -1.34 -0.23
C 2.00 2.37 -2.06
C 2.22 0.99 -2.55
N 1.71 -0.17 -2.17
C 2.28 -1.14 -2.99
C 3.16 -0.56 -3.84
N 3.11 0.78 -3.55
H 1.04 2.47 -1.56
H 2.05 3.07 -2.90
H 2.76 2.63 -1.32
H 1.97 -2.16 -2.93
H 3.78 -0.97 -4.62
H 3.63 1.51 -4.00
F 0.77 4.23 4.22
C 0.83 2.91 4.35
C 1.55 2.16 3.50
N 1.61 0.79 3.62
C 2.40 0.00 2.67
C 2.00 0.36 1.23
O 2.55 1.30 0.68
O 1.12 -0.43 0.74
C 0.96 0.11 4.64
O 1.00 -1.09 4.78
N 0.25 0.93 5.49
C 0.09 2.31 5.45
O -0.60 2.89 6.25
H 2.08 2.58 2.66
H 2.18 -1.04 2.89
H 3.46 0.21 2.81
H -0.24 0.44 6.23
*
```


(4)
Density functional theory data (ωB97M-V/def2-TZVPD) for a structure of composition C25H27I2N4SW in a non-equilibrium geometry.

As for the largest force on an atom: 1.55 eV/A. Its total energy is -2247.653590 a.u.

Structure (ORCA input):
```
! wB97M-V def2-TZVPD RIJCOSX def2/J DEFGRID3
* xyz 3 1
W 0.14 0.30 0.09
C 1.56 -1.81 3.65
C 1.43 -1.34 2.36
N 0.37 -0.62 1.97
C -0.64 -0.37 2.87
C -0.55 -0.78 4.20
C 0.59 -1.52 4.58
C -1.61 -0.46 5.12
C -2.70 0.20 4.70
C -2.83 0.62 3.33
C -3.96 1.30 2.84
C -4.00 1.68 1.53
C -2.92 1.37 0.70
N -1.85 0.71 1.12
C -1.80 0.34 2.43
H 2.43 -2.39 3.92
H 2.18 -1.53 1.60
H 0.69 -1.86 5.61
H -1.51 -0.78 6.15
H -3.51 0.43 5.39
H -4.78 1.53 3.51
H -4.84 2.22 1.12
H -2.92 1.68 -0.34
I -0.99 0.78 -2.58
C -1.80 -1.19 -2.57
I -1.16 -2.22 -0.82
H -1.44 -1.72 -3.44
H -2.88 -1.11 -2.54
C 1.03 5.83 2.00
C 1.88 4.65 2.42
N 2.57 4.02 1.27
C 2.10 3.11 0.46
S 0.43 2.52 0.76
N 2.79 2.64 -0.56
C 4.13 3.10 -0.96
C 4.10 4.40 -1.75
H 0.54 6.25 2.87
H 0.26 5.54 1.28
H 1.64 6.61 1.55
H 1.30 3.88 2.92
H 2.67 4.95 3.11
H 3.47 4.42 1.03
H 2.33 1.96 -1.14
H 4.56 2.29 -1.55
H 4.75 3.18 -0.06
H 3.60 4.26 -2.71
H 5.11 4.74 -1.94
H 3.58 5.20 -1.21
C 1.78 -0.11 -0.62
C 3.04 -0.43 -1.18
C 3.14 -0.77 -2.54
C 4.37 -1.14 -3.06
C 5.49 -1.19 -2.24
C 5.40 -0.83 -0.89
C 4.19 -0.45 -0.36
H 2.26 -0.73 -3.17
H 4.45 -1.41 -4.11
H 6.44 -1.49 -2.65
H 6.28 -0.86 -0.27
H 4.11 -0.16 0.68
*
```